Entry 1:
A cluster of 2 separate species, CH5NO2Si in total. Source: the Open Molecules 2025 dataset; level of theory: the ωB97M-V functional and the def2-TZVPD basis.

Structure (XYZ):
```
10
Properties=species:S:1:pos:R:3:lowdin_charge:R:1
C 0.68152 -0.09821 0.07995 -0.14
N 0.38801 -1.32913 -0.58010 -0.49
O 1.24310 -2.13890 -0.86754 0.06
O -0.82287 -1.54649 -0.74422 -0.06
Si -0.95940 0.72051 0.82428 0.68
H 1.68989 -0.00326 0.25138 0.02
H 1.28140 1.31813 -2.03705 0.13
H -0.71349 2.26094 0.57647 -0.06
H -2.12224 0.01983 0.22191 -0.05
H -0.66592 0.79656 2.27493 -0.09
```

Summary:
HOMO level (spin up / spin down) (eV): -10.75 / -10.24
M (Da): 91.1
Charge: 0
ΔE to the lowest compared entry with this formula, charge and spin (kJ/mol): 633.4
Gap between HOMO and LUMO (spin up / spin down) (eV): 8.66 / 9.49
E_LUMO (spin up / spin down) (eV): -2.0933 / -0.7457

=====

Entry 2:
A cluster of 3 separate species, C36H55BrCl3FN2O4 in total. Source: the Open Molecules 2025 dataset; level of theory: the ωB97M-V functional and the def2-TZVPD basis.

Structure (XYZ):
```
102
Properties=species:S:1:pos:R:3:lowdin_charge:R:1
C 2.54291 -3.32068 3.59754 -0.03
C 1.46778 -3.57603 2.55942 -0.17
C 0.19097 -2.55728 2.41098 -0.19
C -0.37487 -2.44446 0.84349 -0.02
C 0.22613 -1.21262 -0.11130 -0.01
C 1.37490 -0.15424 0.48450 -0.15
C 2.82514 -0.88034 0.24197 -0.16
C 4.13293 0.03727 0.61193 -0.15
O 5.26832 -0.45498 -0.23277 -0.13
C 5.58444 -1.86227 0.09530 -0.30
C 5.11893 -3.17223 -0.80617 -0.03
O 6.34272 -2.06679 1.18717 -0.03
C -0.35993 -1.11197 -1.67071 0.03
C -1.49374 -2.19355 -2.25550 0.04
C -2.11101 -3.42352 -1.30505 -0.04
C -3.24830 -4.47867 -1.83569 -0.62
Cl -2.57492 -5.74498 -3.06605 0.52
C -4.61794 -3.78291 -2.42045 -0.63
C -4.91960 -2.27298 -1.85771 -0.14
Cl -6.03699 -4.86853 -1.80206 0.49
C -1.49947 -3.52987 0.24806 0.00
C -1.95481 -4.71443 1.32088 -0.14
C -3.34898 -4.38830 2.11961 -0.27
C -3.95628 -5.83020 2.65594 -0.07
F -4.24898 -3.66678 1.18869 -0.10
C -1.95160 -1.96572 -3.83874 -0.23
O -2.19584 -2.94545 -4.71252 -0.04
C -2.04205 -0.36300 -4.30825 -0.50
Br -3.46850 0.23431 -5.61261 0.63
C -1.02702 0.62781 -3.76718 -0.46
Cl -1.20771 2.39535 -4.31889 0.58
C 0.15097 0.09998 -2.70370 -0.18
O 1.40177 0.58936 -2.71781 -0.03
H 3.68875 -3.36996 3.35009 0.07
H 2.14086 -3.06102 4.68935 0.08
H 1.55701 -4.54776 1.89876 0.11
H -0.67454 -2.99338 3.10748 0.10
H 0.46243 -1.50722 2.87252 0.10
H 1.25800 0.85772 -0.12535 0.12
H 1.18033 0.11600 1.60636 0.11
H 2.88307 -1.90161 0.82271 0.10
H 2.89489 -1.11430 -0.92125 0.13
H 3.92291 1.16262 0.27364 0.13
H 4.39617 0.08558 1.75145 0.14
H 4.75025 -2.79243 -1.87421 0.10
H 5.94871 -4.00466 -0.87805 0.10
H 4.13672 -3.59862 -0.28221 0.09
H -3.59118 -5.13667 -0.90051 0.08
H -4.71382 -3.79740 -3.59194 0.11
H -4.47978 -2.03869 -0.79892 0.09
H -4.62088 -1.49785 -2.69335 0.08
H -6.10494 -2.19062 -1.74284 0.08
H -1.05893 -5.02920 2.04334 0.13
H -2.16762 -5.69252 0.67052 0.12
H -3.08885 -3.67654 3.01125 0.14
H -3.37939 -6.15642 3.62871 0.09
H -5.11740 -5.80277 2.85284 0.10
H -3.79478 -6.68394 1.83904 0.09
C -1.38712 2.84385 1.33809 -0.09
C -1.97129 1.71285 2.18107 -0.27
N -1.62628 1.78468 3.60426 -0.19
C -1.97401 0.56556 4.34196 -0.25
C -3.45443 0.21269 4.46196 -0.09
C -1.94738 3.03733 4.28768 -0.25
C -3.40575 3.48455 4.29284 -0.09
H -0.29715 2.88339 1.42955 0.07
H -1.62922 2.68055 0.28195 0.07
H -1.79827 3.81814 1.61753 0.07
H -1.57768 0.77723 1.76936 0.10
H -3.05651 1.69008 2.03026 0.10
H -1.54228 0.61436 5.35029 0.11
H -1.46368 -0.27973 3.86285 0.09
H -3.96221 0.84292 5.19321 0.06
H -3.55698 -0.82129 4.80933 0.07
H -3.98296 0.28765 3.50792 0.07
H -1.34660 3.83852 3.84039 0.10
H -1.59179 2.98884 5.32525 0.12
H -3.88981 3.35791 3.32107 0.07
H -3.45971 4.54874 4.54896 0.07
H -3.98754 2.95133 5.04587 0.05
C 3.36494 7.21718 -2.91684 -0.09
C 4.06736 5.86409 -2.99920 -0.27
N 3.39850 4.79380 -2.25304 -0.19
C 4.21520 3.58159 -2.13084 -0.25
C 4.54560 2.82232 -3.41338 -0.08
C 1.98923 4.56415 -2.57009 -0.24
C 1.63887 4.21102 -4.01211 -0.12
H 3.24744 7.53956 -1.87750 0.08
H 3.96074 7.97515 -3.43763 0.07
H 2.37976 7.19743 -3.39161 0.06
H 5.07289 6.00546 -2.58842 0.12
H 4.19401 5.60052 -4.05535 0.10
H 3.73571 2.88880 -1.42682 0.09
H 5.16185 3.85590 -1.64803 0.11
H 3.68990 2.25226 -3.77749 0.05
H 5.34589 2.10076 -3.21541 0.07
H 4.89394 3.48070 -4.21360 0.07
H 1.42205 5.46046 -2.29106 0.10
H 1.58914 3.78289 -1.91061 0.11
H 2.17607 4.82476 -4.73972 0.07
H 0.56731 4.37142 -4.17656 0.02
H 1.83495 3.15994 -4.22806 0.04
```

Summary:
HOMO level (eV): -7.97
M (Da): 785.1
Charge: 0
Gap between HOMO and LUMO (eV): 5.73
E_LUMO (eV): -2.2389

=====

Entry 3:
A cluster of 2 separate species, C3H5O4 in total. Source: the Open Molecules 2025 dataset; level of theory: the ωB97M-V functional and the def2-TZVPD basis.

Structure (XYZ):
```
12
Properties=species:S:1:pos:R:3:lowdin_charge:R:1
O 1.05677 -0.44618 1.12784 0.29
C 1.03382 0.07352 -0.03368 -0.59
O 0.70865 1.26382 -0.14506 0.10
C 1.25237 -0.79928 -1.24021 0.05
H 0.29916 -1.28970 -1.44112 0.10
H 1.59281 -0.21087 -2.08539 0.10
H 1.98589 -1.57289 -1.00385 0.09
O -2.14116 -0.24562 0.02844 0.05
C -1.86820 0.31486 1.06420 -0.42
O -1.43945 1.57273 1.12676 0.03
H -1.91847 -0.23818 2.01274 0.14
H -0.56219 1.57779 0.58933 0.06
```

Summary:
Expectation value of S²: 0.7551
HOMO level (spin up / spin down) (eV): -10.40 / -10.40
2S+1: 2
M (Da): 105.1
Charge: 0
ΔE to the lowest compared entry with this formula, charge and spin (kJ/mol): 17.9
Gap between HOMO and LUMO (spin up / spin down) (eV): 11.06 / 6.30
E_LUMO (spin up / spin down) (eV): 0.6578 / -4.0941

=====

Entry 4:
An isolated molecule of C6H11P. Source: the Open Molecules 2025 dataset; level of theory: the ωB97M-V functional and the def2-TZVPD basis.

Structure (XYZ):
```
18
Properties=species:S:1:pos:R:3:lowdin_charge:R:1
C -0.16594 -3.29256 -1.41850 -0.14
C 0.99304 -2.38513 -1.68177 -0.39
C 1.05544 -1.34612 -0.70759 -0.42
P 0.60200 -0.42235 0.50194 1.02
C 0.47925 1.30572 1.33732 -0.36
C -0.76805 2.01530 0.84300 -0.38
C -0.42960 3.41965 1.46370 -0.13
H -0.03502 -3.94419 -0.50678 0.11
H -0.45086 -3.75973 -2.26632 0.02
H -1.03766 -2.64895 -1.22605 0.08
H 0.84917 -2.00061 -2.71261 0.13
H 1.89804 -2.99650 -1.71022 0.11
H 0.38332 1.01834 2.37194 -0.01
H -0.81364 2.05371 -0.29111 0.11
H -1.62830 1.58652 1.24484 0.06
H -1.20916 4.12852 1.52139 0.04
H 0.21929 3.99396 0.78626 0.08
H 0.05866 3.27442 2.45057 0.08
```

Summary:
HOMO level (spin up / spin down) (eV): -7.54 / -7.54
M (Da): 114.1
Charge: 0
ΔE to the lowest compared entry with this formula, charge and spin (kJ/mol): 448.0
Gap between HOMO and LUMO (spin up / spin down) (eV): 7.23 / 7.24
E_LUMO (spin up / spin down) (eV): -0.3033 / -0.3033

=====

> M of number 3 (C3H5O4)?

105.1 Da